(1)
Below is a cluster of 2 separate species, C6H17N2 in total in a non-equilibrium geometry, with properties calculated with ωB97M-V with the def2-TZVPD basis set.

gap between HOMO and LUMO	4.76	eV
M	117.22	g mol⁻¹
E	-9466.537	eV
total charge	+1
LUMO	-8.20	eV

XYZ file:
```
25
Properties=species:S:1:pos:R:3:lowdin_charge:R:1
C 2.585 0.839 -1.621 -0.02
N -1.612 1.388 1.025 0.04
C -2.788 0.824 0.403 -0.31
C -2.759 -0.719 0.326 -0.09
C 1.279 -0.015 -1.515 -0.21
N 0.525 0.107 -0.345 0.18
C 1.187 -0.194 0.878 -0.21
C 1.292 -1.727 1.111 0.01
H 3.453 0.310 -2.001 0.09
H 2.916 1.282 -0.678 0.08
H -1.682 2.399 1.162 0.10
H -3.684 1.109 0.956 0.11
H -2.930 1.172 -0.634 0.12
H -2.264 -1.113 1.219 0.07
H -3.743 -1.165 0.239 0.08
H -2.121 -0.976 -0.522 0.05
H 0.674 0.470 -2.293 0.13
H 1.309 -1.050 -1.901 0.18
H 2.314 1.704 -2.222 0.09
H -0.794 1.189 0.451 0.01
H 0.646 0.354 1.662 0.13
H 2.221 0.150 0.858 0.12
H 0.396 -2.209 1.499 0.09
H 1.487 -2.179 0.136 0.08
H 2.096 -1.951 1.806 0.10
```

(2)
Below is a structure of composition C8H6ClI2NO in a non-equilibrium geometry, with properties calculated with ωB97M-V with the def2-TZVPD basis set.

gap between HOMO and LUMO (alpha / beta)	7.56 / 7.71	eV
M	421.40	g mol⁻¹
E	-40649.588	eV
total charge	0
LUMO (alpha / beta)	-1.02 / -0.53	eV

XYZ file:
```
19
Properties=species:S:1:pos:R:3:lowdin_charge:R:1
C -0.882 0.936 0.845 -0.04
C -0.579 -0.058 1.656 -0.10
C 0.740 0.134 -0.722 -0.07
C -0.282 1.103 -0.436 -0.08
C 0.373 -0.923 1.206 -0.10
C -0.668 2.225 -1.402 -0.40
C 0.109 2.102 -2.701 -0.01
C 0.507 -3.557 2.317 -1.85
N 1.017 -0.843 0.114 0.09
O -1.411 3.056 -0.975 0.11
Cl -0.098 -3.446 3.866 0.47
I 2.560 -3.805 2.098 0.72
I -0.705 -4.762 0.975 0.63
H -1.659 1.578 1.218 0.12
H -1.028 -0.199 2.754 0.16
H 1.306 0.275 -1.625 0.09
H -0.552 1.504 -3.418 0.13
H 1.045 1.650 -2.548 0.03
H 0.208 3.032 -3.222 0.08
```

(3)
Below is a cluster of 2 separate species, C3H8O2S in total in a non-equilibrium geometry, with properties calculated with ωB97M-V with the def2-TZVPD basis set.

gap between HOMO and LUMO	5.65	eV
M	108.16	g mol⁻¹
E	-18169.192	eV
total charge	-2
LUMO	6.15	eV

XYZ file:
```
14
Properties=species:S:1:pos:R:3:lowdin_charge:R:1
C 0.629 0.756 0.392 -0.45
O 1.504 1.506 -0.387 -0.32
C -0.174 -0.249 -0.466 -0.32
C -0.974 -1.271 0.371 -0.81
S -2.422 -2.045 -0.467 -0.08
H 1.168 0.311 1.251 0.09
H -0.154 1.415 0.847 0.09
H 0.555 -0.831 -1.031 0.08
H -0.718 0.381 -1.165 0.08
H -1.189 -0.771 1.316 0.02
H -0.336 -2.127 0.599 0.01
H 2.378 2.225 0.307 -0.06
H 2.777 3.105 1.617 -0.06
O 3.185 2.799 0.806 -0.27
```

(4)
Below is the molecule C20H18FN7O in a non-equilibrium geometry, with properties calculated with ωB97M-V with the def2-TZVPD basis set.

gap between HOMO and LUMO	9.07	eV
M	391.41	g mol⁻¹
E	-36226.618	eV
total charge	0
LUMO	0.50	eV

XYZ file:
```
47
Properties=species:S:1:pos:R:3:lowdin_charge:R:1
C -2.905 -1.823 -0.069 -0.10
O -3.262 -0.602 -0.648 -0.19
N -3.163 -0.604 -2.037 0.04
C -2.322 0.248 -2.523 -0.05
C -2.073 0.339 -3.946 -0.10
C -3.038 0.355 -4.873 -0.43
N -4.316 0.247 -4.491 0.16
N -2.829 0.538 -6.127 0.12
C -1.597 0.641 -6.559 -0.17
N -0.533 0.562 -5.755 0.12
C -0.795 0.527 -4.462 -0.28
N 0.394 0.467 -3.779 0.10
C 0.647 -0.362 -2.666 -0.26
C 0.740 -1.749 -2.859 -0.01
C 0.936 -2.553 -1.749 -0.01
C 1.088 -2.036 -0.455 -0.25
N 1.220 -2.714 0.761 0.17
C 1.267 -1.751 1.671 -0.26
C 1.351 -2.014 3.141 -0.08
C 0.612 -1.058 4.003 -0.25
C -0.763 -1.154 4.236 -0.04
C -1.451 -0.207 5.023 -0.06
C -0.701 0.826 5.591 -0.02
C 0.667 0.975 5.362 -0.27
F 1.356 1.979 5.943 0.06
C 1.307 0.020 4.576 0.03
N 1.160 -0.500 1.040 0.17
C 1.014 -0.683 -0.264 -0.23
C 0.748 0.185 -1.358 0.06
H -1.923 -2.172 -0.451 0.08
H -2.765 -1.641 1.002 0.09
H -3.618 -2.605 -0.239 0.07
H -1.741 0.889 -1.847 0.13
H -5.023 0.117 -5.230 0.13
H -4.481 -0.051 -3.534 0.08
H -1.433 0.777 -7.624 0.11
H 1.091 0.490 -4.479 0.12
H 0.643 -2.213 -3.821 0.11
H 0.866 -3.602 -1.922 0.10
H 2.415 -2.026 3.420 0.13
H 0.960 -3.018 3.309 0.13
H -1.275 -2.033 3.803 0.12
H -2.519 -0.244 5.206 0.11
H -1.175 1.563 6.251 0.12
H 2.390 0.095 4.447 0.13
H 1.099 0.367 1.527 0.16
H 0.638 1.235 -1.181 0.11
```

(5)
Below is a structure of composition C17H19AgClN5O7, with properties calculated with ωB97M-V with the def2-TZVPD basis set.

gap between HOMO and LUMO	5.38	eV
M	548.69	g mol⁻¹
E	-56236.590	eV
total charge	-2
LUMO	4.65	eV

XYZ file:
```
50
Properties=species:S:1:pos:R:3:lowdin_charge:R:1
Ag 0.887 -0.033 -0.086 0.79
C 1.472 4.294 -2.264 -0.06
C 0.745 2.967 -2.005 -0.54
O 0.243 2.843 -0.867 -0.08
C 0.693 2.074 -3.083 -0.08
C 0.066 0.789 -3.138 -0.38
C -0.386 0.323 -4.507 -0.08
N -0.150 0.038 -2.098 -0.04
N -0.936 -1.085 -2.359 0.02
C -1.304 -1.733 -1.287 -0.52
O -1.037 -1.505 -0.064 -0.15
C -2.174 -2.935 -1.574 -0.14
C -2.695 -3.196 -2.841 -0.05
C -3.502 -4.302 -3.059 -0.12
C -3.801 -5.171 -2.015 -0.14
C -3.282 -4.920 -0.752 -0.11
C -2.478 -3.808 -0.534 -0.03
H 2.159 4.467 -1.433 0.05
H 2.034 4.307 -3.200 0.05
H 0.740 5.106 -2.272 0.06
H 1.087 2.440 -4.025 0.06
H 0.053 0.955 -5.280 0.05
H -0.125 -0.723 -4.672 0.06
H -1.474 0.386 -4.579 0.07
H -2.448 -2.508 -3.639 0.10
H -3.902 -4.489 -4.050 0.08
H -4.430 -6.038 -2.187 0.08
H -3.503 -5.595 0.068 0.09
H -2.059 -3.589 0.440 0.11
O 3.454 -1.424 3.456 -0.39
Cl 2.427 -2.032 2.640 0.62
O 2.542 -3.472 2.729 -0.39
O 1.125 -1.620 3.106 -0.39
O 2.603 -1.626 1.261 -0.42
C 1.743 4.957 2.002 -0.04
N 0.950 3.756 2.139 -0.05
C -0.317 3.789 2.603 -0.08
C -1.080 2.682 2.640 -0.02
C -0.504 1.480 2.096 -0.38
N 0.732 1.446 1.643 0.12
C 1.511 2.566 1.618 -0.53
O 2.649 2.613 1.195 0.05
N -1.263 0.372 2.069 0.17
H 1.216 5.784 2.480 0.08
H 1.902 5.182 0.946 0.08
H 2.717 4.817 2.468 0.09
H -0.671 4.754 2.945 0.12
H -2.090 2.703 3.020 0.09
H -2.257 0.490 2.143 0.10
H -0.962 -0.439 1.528 0.05
```

(6)
Below is the molecule C4H7NO in a non-equilibrium geometry, with properties calculated with ωB97M-V with the def2-TZVPD basis set.

gap between HOMO and LUMO	9.84	eV
M	85.11	g mol⁻¹
E	-7796.152	eV
total charge	0
LUMO	1.06	eV

XYZ file:
```
13
Properties=species:S:1:pos:R:3:lowdin_charge:R:1
C -0.127 1.214 0.403 -0.18
O -0.869 0.798 -0.735 -0.14
C -1.048 -0.618 -0.658 -0.18
C 0.220 -1.172 -0.132 -0.21
N 1.454 -0.542 -0.471 0.03
C 0.847 0.091 0.689 -0.22
H -0.783 1.399 1.271 0.12
H 0.367 2.155 0.135 0.12
H -1.909 -0.887 -0.028 0.13
H -1.226 -0.982 -1.674 0.13
H 0.317 -1.662 0.903 0.16
H 1.269 0.049 -1.280 0.11
H 1.490 0.157 1.578 0.14
```

The records above give, respectively, energy relative to the best compared isomer or geometry (same formula, charge and spin) values of 530.4 335.1 25.6 17.4 0.0 336.9 kJ/mol.